Entry from the OMol25 dataset: a 15-piece molecular cluster, H30O15 overall in a non-equilibrium geometry (the ωB97M-V functional and the def2-TZVPD basis).

The geometry in XYZ format:
```
45
Properties=species:S:1:pos:R:3
O -1.131 14.901 16.677
H -1.734 14.203 16.874
H -0.688 15.076 17.489
O -5.961 10.313 14.640
H -6.534 9.622 14.299
H -5.145 9.862 14.828
O -4.475 13.253 20.383
H -5.257 13.016 19.826
H -4.142 12.409 20.757
O -3.228 13.771 14.342
H -2.509 14.224 13.835
H -3.885 13.393 13.791
O -3.843 9.881 16.823
H -3.024 9.448 16.708
H -4.530 9.269 16.918
O -2.947 10.899 19.101
H -3.418 10.628 18.334
H -3.148 10.380 19.838
O -1.953 11.467 14.837
H -2.329 12.314 14.607
H -1.729 11.463 15.777
O -2.916 13.723 18.315
H -3.434 13.402 19.025
H -3.035 14.655 18.348
O -5.096 12.147 13.214
H -4.903 11.945 12.308
H -5.357 11.341 13.647
O -8.061 11.792 15.393
H -8.475 11.248 16.068
H -7.245 11.410 15.143
O -7.263 14.233 15.967
H -7.746 13.421 15.842
H -6.381 13.906 16.003
O -4.996 12.875 16.492
H -4.775 12.105 15.929
H -4.210 13.055 17.040
O -6.283 11.996 18.931
H -6.197 12.501 18.104
H -7.193 12.142 19.201
O -4.396 15.833 16.217
H -4.051 15.240 15.571
H -3.679 16.439 16.399
O -5.774 15.125 18.573
H -5.039 15.214 19.194
H -5.439 15.275 17.664
```

Relative energy (zero: lowest compared OMol25 entry of this formula, charge and spin)   140.0 kJ/mol
DFT total energy   -31200.2147 eV
2S+1   1
Lowest unoccupied orbital energy   -0.6 eV
HOMO energy   -9.436 eV
Gap between HOMO and LUMO   8.811 eV
F_max   3.340 eV/A

***

Entry from the OMol25 dataset: a 15-piece molecular cluster, H30O15 overall in a non-equilibrium geometry (the ωB97M-V functional and the def2-TZVPD basis).

The geometry in XYZ format:
```
45
Properties=species:S:1:pos:R:3
H -0.272 0.488 1.109
H -0.155 -0.832 0.120
H -2.411 4.779 0.284
H -2.592 3.875 1.488
H -3.036 -2.276 -0.187
H -1.605 -2.497 -0.491
H 1.837 -1.309 2.762
H 0.864 -0.829 1.869
H 0.942 -2.896 -2.209
H 1.533 -3.274 -0.959
H 2.870 -2.075 0.781
H 1.852 -1.794 -0.441
H -3.079 0.204 4.066
H -2.738 -1.307 4.198
H 2.323 -0.119 -1.976
H 2.430 -0.893 -3.404
H -3.633 1.093 -0.122
H -4.031 -0.375 -0.065
H 0.643 2.015 -1.481
H 1.270 1.349 -2.720
H -1.052 0.854 2.569
H -2.293 1.163 1.864
H 4.088 -2.835 -0.789
H 2.873 -2.387 -1.561
H 1.041 -2.070 -3.609
H 0.469 -1.324 -2.441
H 3.602 3.260 1.990
H 2.454 2.266 1.943
H -1.515 3.564 -1.054
H -2.768 3.205 -1.857
O -0.052 0.111 0.213
O -1.906 4.279 0.946
O -2.201 -1.744 -0.428
O 1.056 -1.573 2.312
O 1.075 -3.669 -1.753
O 2.322 -1.374 0.263
O -2.533 -0.469 4.563
O 2.012 -0.891 -2.532
O -3.714 0.354 0.481
O 1.532 1.994 -1.951
O -1.810 1.491 2.566
O 3.343 -3.214 -1.202
O 0.464 -1.356 -3.425
O 2.604 3.197 2.055
O -2.102 3.840 -1.785
```

Relative energy (zero: lowest compared OMol25 entry of this formula, charge and spin)   826.4 kJ/mol
DFT total energy   -31193.1001 eV
2S+1   1
Lowest unoccupied orbital energy   -0.4 eV
HOMO energy   -9.733 eV
Gap between HOMO and LUMO   9.363 eV
F_max   10.302 eV/A

***

Entry from the OMol25 dataset: H30O19S as an isolated structure in a non-equilibrium geometry (the ωB97M-V functional and the def2-TZVPD basis).

The geometry in XYZ format:
```
50
Properties=species:S:1:pos:R:3
S -0.004 0.099 -0.193
O 0.367 -1.201 0.336
O 0.137 0.044 -1.684
O -1.377 0.259 0.105
O 0.650 1.202 0.402
O -2.427 2.864 -0.493
H -1.659 3.243 -0.169
H -2.335 1.988 -0.108
O 3.041 1.974 0.861
H 2.206 1.557 0.878
H 3.012 2.935 0.493
O 2.609 -1.624 0.707
H 1.578 -1.448 0.808
H 2.917 -1.496 -0.242
O 1.290 -4.270 0.718
H 1.701 -3.384 0.913
H 0.418 -4.026 0.599
O -1.102 -2.047 -2.383
H -0.725 -1.218 -1.913
H -1.096 -2.670 -1.774
O -0.039 -2.006 2.729
H 0.127 -1.667 1.754
H 0.825 -2.306 3.186
O -1.539 2.260 -2.471
H -1.092 1.486 -1.969
H -2.242 2.624 -1.858
O 1.478 0.039 -2.963
H 1.994 -0.590 -2.577
H 0.969 0.210 -2.072
O -3.727 0.134 -1.044
H -3.519 -0.534 -1.741
H -2.843 0.273 -0.621
O -0.045 3.755 0.258
H 0.308 2.761 0.389
H -0.107 4.053 1.068
O 3.275 1.002 3.022
H 2.359 0.842 3.139
H 3.155 0.921 1.978
O -0.175 0.154 -5.077
H 0.305 0.131 -4.259
H 0.021 1.098 -5.250
O 0.625 0.854 3.131
H 0.755 0.938 2.229
H 0.323 0.006 3.267
O -1.072 -3.210 0.230
H -0.848 -2.274 0.489
H -2.020 -3.233 0.587
O -2.391 0.003 2.455
H -1.798 -0.676 2.579
H -2.266 0.172 1.552
```

Relative energy (zero: lowest compared OMol25 entry of this formula, charge and spin)   983.4 kJ/mol
DFT total energy   -50220.9094 eV
2S+1   1
Lowest unoccupied orbital energy   4.9 eV
HOMO energy   -3.608 eV
Gap between HOMO and LUMO   8.532 eV
F_max   16.314 eV/A
Net charge   -2